Record 1
Density functional theory data (ωB97M-V/def2-TZVPD) for a 2-piece molecular cluster, C33H33BF6O2S overall at a distorted geometry.

Atoms and positions in Å:
F1 -5.49696 2.70627 -2.26228
C1 -5.19681 1.89519 -3.33804
F2 -6.20412 0.98850 -3.44728
F3 -5.23811 2.69760 -4.44816
C2 -3.84907 1.26791 -3.14975
C3 -3.71265 -0.04260 -2.67213
C4 -2.46832 -0.48627 -2.26776
C5 -1.32793 0.37013 -2.34430
C6 -0.06282 -0.06794 -1.82938
C7 1.16685 0.21558 -2.48612
C8 1.27784 1.08496 -3.60896
C9 2.46479 1.72384 -3.88595
C10 3.60570 1.30345 -3.21205
C11 4.83765 2.13028 -3.35561
F4 5.98065 1.39723 -3.23799
F5 4.88481 2.77326 -4.56053
F6 4.88629 3.10505 -2.38571
C12 3.60003 0.18424 -2.37266
C13 2.38708 -0.38282 -2.04494
C14 -1.51330 1.66535 -2.91446
C15 -2.75083 2.08987 -3.35911
H1 -4.58265 -0.69274 -2.59741
H2 -2.32602 -1.49874 -1.87715
H3 -0.06520 -0.81914 -1.04306
H4 0.42157 1.29409 -4.24612
H5 2.49125 2.53432 -4.60989
H6 4.52360 -0.20995 -1.95498
H7 2.33318 -1.26354 -1.40794
H8 -0.67955 2.36282 -2.99786
H9 -2.85860 3.06433 -3.83031
C16 2.77171 -5.16916 -0.92093
C17 2.04197 -4.06332 -0.22175
C18 2.77275 -3.03375 0.38208
C19 2.12852 -1.91842 0.92328
C20 0.72702 -1.83115 0.91784
B1 -0.01294 -0.42256 1.34804
C21 0.07600 -1.10554 2.84210
C22 1.07516 -0.85774 3.76712
C23 0.73684 -1.34832 5.06845
C24 -0.53420 -1.89009 5.15141
C25 -1.21343 -2.41185 6.36529
S1 -1.23616 -2.00138 3.54985
O1 0.79915 0.73757 1.27273
C26 -0.08785 1.85809 1.36521
C27 0.29902 2.68678 2.57771
C28 0.08198 2.71164 0.11473
C29 -1.55420 1.19789 1.46672
C30 -2.05778 1.17938 2.90290
C31 -2.62776 1.85639 0.62496
O2 -1.36684 -0.14615 0.99877
C32 -0.00655 -2.90895 0.40403
C33 0.64550 -4.01656 -0.15199
H10 2.07828 -5.95964 -1.21363
H11 3.26560 -4.79240 -1.82639
H12 3.55010 -5.58993 -0.27372
H13 3.86346 -3.10487 0.41428
H14 2.71824 -1.11000 1.36879
H15 2.03345 -0.39439 3.54976
H16 1.39701 -1.28765 5.93197
H17 -0.55972 -2.23776 7.22944
H18 -2.17129 -1.89859 6.54397
H19 -1.40998 -3.48994 6.26413
H20 -0.36658 3.55270 2.68194
H21 0.27182 2.08907 3.49708
H22 1.31677 3.07332 2.44624
H23 -0.59777 3.57767 0.14274
H24 1.11044 3.08975 0.04595
H25 -0.12865 2.13207 -0.79349
H26 -2.28107 2.20587 3.22984
H27 -2.99066 0.60339 2.95605
H28 -1.32800 0.73598 3.59377
H29 -2.80237 2.87867 0.98292
H30 -2.35952 1.87290 -0.43373
H31 -3.56236 1.29844 0.73484
H32 -1.09713 -2.88339 0.46340
H33 0.06368 -4.85462 -0.53683

## Properties
2S+1 = 1
Frontier orbital gap = 2.914 eV



Record 2
Density functional theory data (ωB97M-V/def2-TZVPD) for C33H33BF6O3S as an isolated structure at a distorted geometry.

Atoms and positions in Å:
C1 -5.27614 3.70488 0.91647
C2 -4.09242 2.83189 0.75653
C3 -3.77620 2.04448 -0.34642
C4 -2.57619 1.29284 -0.22084
C5 -1.91692 1.42290 1.02583
B1 -2.80542 -2.88272 3.46413
C6 -0.48195 1.71841 1.12870
C7 0.09646 2.37286 2.24054
C8 1.42694 2.75704 2.21289
C9 2.07144 3.49802 3.36611
F1 3.02005 4.38247 2.91162
F2 1.20022 4.22778 4.12423
F3 2.72922 2.64439 4.22503
C10 2.24700 2.46356 1.12677
C11 1.70119 1.81800 0.03158
C12 2.56788 1.43181 -1.13405
F4 2.79692 0.06522 -1.17475
F5 2.03971 1.73315 -2.34996
F6 3.79377 2.01376 -1.07598
C13 0.35483 1.46034 0.01342
O1 -3.76340 -2.39671 4.31908
C14 -4.65237 -1.42573 3.68410
C15 -5.29364 -2.04745 2.41702
C16 -6.08202 -3.26406 2.87031
C17 -6.20268 -1.05184 1.67856
C18 -4.22992 -2.64397 1.43472
O2 -3.17100 -3.33818 2.19884
S1 -2.89982 2.59256 1.97201
H1 -5.80192 3.87885 -0.02546
H2 -5.98960 3.22719 1.59270
H3 -5.00996 4.65533 1.38427
H4 -4.38998 2.02088 -1.24082
H5 -2.17454 0.70248 -1.03794
H6 -0.50280 2.64166 3.10636
H7 3.29083 2.73832 1.13082
H8 -0.07090 1.04411 -0.90846
H9 -5.42591 -1.21262 4.43446
H10 -4.09022 -0.49493 3.43977
H11 -6.58902 -3.73536 2.02214
H12 -5.38721 -4.00594 3.27771
H13 -6.80661 -3.01213 3.65064
H14 -6.71253 -1.53422 0.83581
H15 -6.97319 -0.63978 2.34252
H16 -5.63170 -0.20447 1.26850
H17 -4.69226 -3.45050 0.84556
H18 -3.82144 -1.89010 0.72510
C19 -2.64910 -5.01102 6.87992
O3 -2.21862 -3.64976 7.14269
C20 -1.49247 -3.09853 6.13191
C21 -1.43378 -1.67623 6.03756
C22 -1.41228 -1.11898 4.79336
C23 -1.41242 -1.91902 3.56296
C24 -1.30798 -1.27033 2.18135
C25 -0.61667 -2.05472 1.17887
C26 0.66998 -1.60859 0.78426
C27 1.59421 -2.41054 0.15354
C28 1.29435 -3.71153 -0.25781
C29 2.31834 -4.41970 -1.10768
C30 0.04838 -4.22390 0.14331
C31 -0.87984 -3.41384 0.77630
C32 -0.84825 -3.29060 3.81926
C33 -0.89999 -3.85641 5.10231
H19 -3.39343 -5.25219 7.62906
H20 -3.09439 -5.07978 5.87884
H21 -1.79154 -5.67741 6.99295
H22 -1.50172 -1.13377 6.98535
H23 -1.32530 -0.05198 4.66074
H24 -1.42320 -0.21138 2.15675
H25 0.93381 -0.61574 1.13499
H26 2.58520 -2.01437 -0.02204
H27 2.02128 -5.41657 -1.46000
H28 2.48129 -3.83296 -2.02228
H29 3.28230 -4.49900 -0.57692
H30 -0.21830 -5.27555 -0.03242
H31 -1.79862 -3.93744 1.01585
H32 -0.17742 -3.74703 3.08451
H33 -0.57556 -4.88587 5.33173

## Properties
2S+1 = 1
Frontier orbital gap = 5.455 eV